Entry 1:
Here is a cluster of 3 separate species, C3H12NO3 in total at a distorted geometry from the Open Molecules 2025 dataset. Energies are from the ωB97M-V functional and the def2-TZVPD basis.

```
19
Properties=species:S:1:pos:R:3:forces:R:3
O 0.17027 -1.45410 -1.16866 -0.66 -0.97 -1.10
C 0.63395 -0.39875 -1.43955 2.47 2.24 2.40
C 0.79068 0.67316 -0.29952 0.80 -2.43 0.70
C 0.24809 1.92256 -0.79215 1.71 6.31 -1.14
N -0.15524 0.20208 0.79970 -0.88 0.23 -1.68
H 1.24573 0.04761 -2.25249 -0.77 -1.22 -1.02
H 1.94889 0.70334 0.01561 -2.81 -0.14 -0.25
H 1.16954 2.49843 -1.31203 -1.79 -1.01 1.38
H -0.07663 2.73432 0.10433 0.57 -2.32 -2.67
H -0.39204 1.92856 -1.72402 -0.21 -0.45 1.66
H -0.16322 0.89577 1.54147 -0.04 -0.36 0.29
H 0.01291 -0.74425 1.12149 0.53 -0.02 0.52
H -1.11737 0.15204 0.30616 0.90 0.28 0.69
H 1.46172 -1.69949 3.05459 1.49 -6.66 0.85
H 0.77454 -0.56220 3.84523 1.48 -1.10 -2.05
O 1.27355 -0.85412 2.99907 -2.98 7.66 1.26
H -2.25021 -1.08580 -1.22637 -1.00 1.99 0.48
H -3.48656 0.01295 -0.84969 3.25 -0.84 -0.46
O -2.45344 -0.12649 -0.95977 -2.06 -1.21 0.13
```
Positions in Å, forces in eV/Å.

Computed properties:
Spin multiplicity   1
Charge   +1

Entry 2:
Here is a cluster of 2 separate species, C6H8BrO5PS2 in total at a distorted geometry from the Open Molecules 2025 dataset. Energies are from the ωB97M-V functional and the def2-TZVPD basis.

```
23
Properties=species:S:1:pos:R:3:forces:R:3
O -0.46919 -2.13900 -1.62107 -0.08 4.82 -1.33
C -0.39723 -0.93516 -1.91700 0.47 -1.63 0.73
O -1.43084 -0.17035 -2.54520 1.50 0.20 0.19
C -0.96069 1.15606 -2.81210 -0.33 2.69 -0.82
O -1.58888 2.03571 -3.43429 2.27 -4.18 2.61
C 0.49095 1.32537 -2.17592 -1.23 -2.67 0.53
P 1.60793 2.85043 -2.08139 0.65 0.26 1.56
O 0.90206 3.79251 -0.79998 -0.18 -2.41 -1.54
Br 1.47823 4.08613 -3.97104 -0.74 -0.45 0.64
C 0.82921 0.05185 -1.64833 -0.82 0.78 -1.55
S 2.33101 -0.58012 -0.80205 -0.73 0.35 -0.97
H 0.46929 3.09384 -0.23891 0.33 1.10 -0.36
H 2.64797 -1.76080 -1.49009 -0.99 1.16 0.32
C 0.05352 -1.94459 3.54863 -0.06 0.06 0.14
S 0.26464 -1.06785 1.98391 -0.04 0.00 0.17
O 0.74235 0.31258 2.30298 -0.22 -0.27 -0.14
C -1.49515 -0.95506 1.59404 -0.09 0.05 0.09
H 1.03693 -2.09179 3.99673 -0.04 0.06 -0.13
H -0.56854 -1.35584 4.22534 0.03 0.03 -0.08
H -0.40803 -2.91583 3.36275 0.04 0.05 -0.07
H -2.02128 -0.42715 2.39180 0.11 0.01 -0.01
H -1.90728 -1.95818 1.47127 0.09 0.03 -0.04
H -1.60699 -0.40276 0.65994 0.08 -0.04 0.07
```
Positions in Å, forces in eV/Å.

Computed properties:
Spin multiplicity   1
Charge   0

Entry 3:
Here is a structure of composition C3H8N2O2 at a distorted geometry from the Open Molecules 2025 dataset. Energies are from the ωB97M-V functional and the def2-TZVPD basis.

```
15
Properties=species:S:1:pos:R:3:forces:R:3
N 0.56364 1.05789 0.09723 2.17 1.25 -0.42
C 1.51533 1.75835 -0.45755 -0.62 -0.32 1.82
N 2.80960 1.84610 -0.01768 -0.27 0.12 -0.48
H 0.71406 0.48359 0.96574 -0.02 0.39 -1.28
H -0.43697 0.62995 -0.52166 -0.76 -0.81 0.44
H 1.22383 2.47188 -1.23432 0.28 -0.46 -0.10
H 3.47634 2.47279 -0.43805 -0.39 0.05 -0.27
H 3.25894 1.11666 0.50370 -0.41 -0.26 0.30
O -0.45916 -1.06201 1.19075 -1.48 -0.01 -1.59
C -1.27198 -1.08254 0.22926 0.97 0.23 -0.28
O -1.34121 -0.17564 -0.76456 0.41 -1.24 1.78
C -2.31863 -2.21112 0.13015 0.32 0.46 0.05
H -3.24464 -1.61595 0.25220 0.03 -0.87 -0.03
H -2.32344 -2.71269 -0.86480 0.02 0.60 0.66
H -2.16570 -2.97726 0.92961 -0.24 0.88 -0.60
```
Positions in Å, forces in eV/Å.

Computed properties:
Spin multiplicity   1
Charge   0

Entry 4:
Here is a cluster of 10 separate species, C33H80BBr2ClF3N20O15 in total at a distorted geometry from the Open Molecules 2025 dataset. Energies are from the ωB97M-V functional and the def2-TZVPD basis.

```
155
Properties=species:S:1:pos:R:3:forces:R:3
C 3.45844 -0.86561 0.82436 0.33 0.33 0.10
C 2.35187 0.19739 0.72198 0.48 -0.14 0.02
C 1.65925 0.24445 -0.63495 -0.53 -0.13 0.16
C 0.21975 0.79672 -0.53030 0.43 0.14 -0.72
C -0.78083 -0.29523 -0.90371 0.15 0.22 -0.03
C -2.26970 -0.04540 -0.63475 0.57 -0.42 0.08
C -2.60872 0.40889 0.81909 -0.75 0.15 -0.73
B -2.64053 2.05799 0.94498 -0.18 0.79 -0.09
C -2.30951 3.02549 -0.24711 -0.29 0.03 0.34
O -3.03800 2.63759 2.13323 0.71 -0.87 0.10
N -1.58725 -0.24680 1.71550 -0.44 -0.10 0.86
Cl -1.65773 0.32324 3.38982 0.27 0.00 -0.09
C -1.69975 -1.74272 1.75222 0.01 -0.72 0.77
C -0.57034 -2.34979 2.64019 -0.08 0.53 -0.68
O -0.09539 -3.53560 2.07713 -0.03 -0.09 0.37
C 0.98313 -3.33776 1.15966 0.03 -0.25 -0.06
C 1.59171 -4.70845 0.83564 0.17 0.44 0.25
O 1.94716 -4.80404 -0.51842 -0.15 -0.39 0.21
C 1.02976 -5.50996 -1.34665 -0.01 0.05 -0.84
C 0.28448 -4.59630 -2.33567 -0.24 -0.64 0.27
C -3.11785 -2.15016 2.14939 0.46 -0.53 -0.52
C -3.16831 -3.69383 2.06121 -0.23 0.41 0.43
C -4.58769 -4.27365 1.93596 0.69 0.17 -0.30
C -4.97594 -4.69623 0.53081 -0.35 -0.26 -0.04
F -5.15022 -3.59117 -0.25512 -0.03 0.05 0.20
Br -3.60488 -5.77422 -0.34863 -0.11 0.04 0.01
C -6.33303 -5.50657 0.45670 0.51 -0.42 0.04
F -6.09808 -6.82958 0.58700 -0.06 0.41 0.01
F -6.88727 -5.30418 -0.74250 -0.03 -0.02 0.08
Br -7.59954 -5.05270 1.84889 -0.13 0.17 -0.16
O -4.03312 -1.57721 1.22071 0.11 0.19 0.07
C -4.02380 -0.14960 1.15949 -0.67 -0.17 -0.02
O -4.47102 0.35088 2.39667 0.51 0.06 0.27
C -5.00732 0.27096 0.02752 -0.27 -0.38 0.16
C -6.31544 0.83026 0.60576 -0.28 0.39 -0.35
O -6.38830 2.03081 0.75204 0.04 -0.07 0.31
N -7.39503 0.00714 0.94670 1.46 -0.57 0.27
C -7.29160 -1.40851 0.59914 -0.78 0.13 0.07
C -7.89988 0.24159 2.30343 -0.24 0.72 -0.02
H 4.40860 -0.42543 1.13133 -0.05 0.09 -0.02
H 3.21004 -1.57963 1.60400 0.20 -0.10 -0.15
H 3.64271 -1.37181 -0.12471 -0.16 -0.09 0.02
H 2.76617 1.17707 0.96345 -0.08 0.03 0.03
H 1.62394 -0.01151 1.52218 -0.14 -0.02 -0.10
H 2.21507 0.82961 -1.36812 0.17 0.04 0.16
H 1.60667 -0.77090 -1.04530 0.03 0.01 0.01
H 0.07343 1.20766 0.48073 0.01 0.13 -0.04
H 0.12835 1.64566 -1.20627 -0.23 0.03 0.15
H -0.42859 -1.21340 -0.42435 -0.18 -0.04 -0.06
H -0.66604 -0.49612 -1.97099 -0.02 0.02 0.01
H -2.79105 -0.97126 -0.88829 -0.12 0.00 0.21
H -2.64638 0.68935 -1.33850 0.05 0.13 0.12
H -2.71307 4.01254 -0.01281 -0.06 -0.05 0.06
H -1.23197 3.16540 -0.36524 0.05 -0.16 -0.28
H -2.73630 2.73184 -1.20581 0.25 -0.07 -0.10
H -2.31483 3.07447 2.59430 -0.28 0.50 -0.05
H -0.63522 0.03467 1.44575 -0.08 -0.13 -0.34
H -1.55179 -2.14396 0.75375 0.04 0.42 -0.18
H -0.95809 -2.53898 3.64061 0.12 -0.10 0.07
H 0.24914 -1.61771 2.68946 -0.02 -0.04 0.32
H 0.61410 -2.86664 0.24180 0.05 -0.11 -0.09
H 1.75215 -2.69111 1.59304 -0.35 0.01 0.11
H 0.89699 -5.48628 1.16446 -0.09 -0.04 -0.20
H 2.50221 -4.82861 1.42877 -0.01 -0.04 -0.07
H 1.60929 -6.22548 -1.93105 0.11 0.08 0.07
H 0.30730 -6.08888 -0.76426 0.10 0.09 0.27
H 0.25072 -5.09704 -3.30220 0.05 0.14 -0.08
H 0.79442 -3.64548 -2.46320 0.03 0.03 0.03
H -0.75276 -4.46638 -2.01279 0.05 0.38 0.03
H -3.34042 -1.88006 3.18623 -0.10 0.34 -0.07
H -2.75450 -4.04533 3.00784 0.10 -0.10 -0.08
H -2.49066 -4.05320 1.29244 -0.11 -0.04 -0.13
H -5.29428 -3.50090 2.23687 -0.21 -0.23 0.09
H -4.67967 -5.14375 2.58218 -0.14 0.00 0.04
H -4.98545 -0.32762 2.84644 -0.19 -0.06 -0.18
H -4.61282 1.10000 -0.55452 0.09 0.01 0.03
H -5.14776 -0.56069 -0.65814 0.06 0.09 -0.05
H -6.91152 -1.53048 -0.41048 0.15 -0.03 0.06
H -8.30161 -1.82677 0.59700 0.04 0.01 0.04
H -6.71276 -1.97837 1.33228 0.19 -0.02 -0.14
H -7.83626 -0.66225 2.91481 -0.05 -0.10 -0.16
H -7.30068 1.02024 2.77980 -0.02 -0.03 -0.06
H -8.92346 0.61530 2.30493 -0.10 -0.22 -0.03
C 4.82329 3.36218 2.82386 0.15 0.14 -0.06
O 4.43793 2.44519 2.09732 -0.04 -0.09 0.13
N 5.38598 3.12223 4.03878 -0.25 -0.17 0.31
N 4.72606 4.67095 2.48601 -0.25 0.07 -0.04
H 5.72928 3.84762 4.64509 0.19 0.10 -0.21
H 5.49722 2.16481 4.31343 0.14 0.00 0.02
H 4.32413 4.88890 1.59360 0.11 -0.05 -0.07
H 5.06368 5.41013 3.08951 0.01 -0.01 0.03
C 0.44062 4.34484 -3.07765 -0.06 0.06 -0.17
O 0.34683 3.51876 -2.17381 0.06 0.05 0.02
N 1.58874 5.05522 -3.28486 0.04 0.00 0.09
N -0.57933 4.61404 -3.92876 0.22 -0.13 0.15
H 1.69325 5.73346 -4.01491 -0.03 -0.01 -0.03
H 2.36081 4.87173 -2.67264 0.00 -0.02 -0.01
H -1.43523 4.11016 -3.79807 -0.06 0.06 -0.05
H -0.54147 5.29070 -4.66854 -0.15 0.04 0.01
C 8.65814 4.20172 2.77636 -0.02 -0.07 -0.09
O 7.89612 4.73267 3.56597 0.02 0.12 0.09
N 8.35519 3.02511 2.14992 -0.03 -0.02 0.04
N 9.87039 4.74425 2.45296 0.00 0.03 0.02
H 8.96317 2.57273 1.49484 0.01 0.02 -0.01
H 7.46561 2.60914 2.35846 -0.01 0.01 -0.03
H 10.11817 5.60823 2.89700 -0.01 0.00 0.01
H 10.51088 4.32558 1.80660 -0.01 -0.02 0.00
C -3.77630 6.27019 -5.00048 -0.07 0.05 0.00
O -2.66176 5.93223 -5.37113 0.02 -0.02 -0.02
N -3.96920 7.25666 -4.07767 0.05 -0.01 0.02
N -4.91040 5.68430 -5.48074 0.02 -0.05 -0.01
H -4.87325 7.54982 -3.76039 -0.01 -0.01 -0.02
H -3.15280 7.70606 -3.70825 0.00 0.01 -0.01
H -4.79840 4.95853 -6.16334 0.01 0.01 -0.02
H -5.83388 5.94404 -5.19162 0.00 0.02 0.01
C 3.59992 6.93461 5.01675 -0.12 0.02 -0.01
O 4.72783 6.56813 4.72323 0.13 -0.01 0.04
N 3.36953 7.89146 5.95842 0.05 -0.02 0.02
N 2.48969 6.40817 4.41763 -0.02 -0.08 -0.01
H 2.45468 8.20973 6.21391 -0.01 0.00 -0.02
H 4.17061 8.29334 6.40914 0.01 0.00 -0.01
H 2.63971 5.70063 3.71988 0.04 0.00 0.00
H 1.55474 6.69497 4.63478 0.01 0.05 0.01
C 4.08896 -5.03144 -3.80602 0.07 0.05 0.02
O 2.88453 -5.21537 -3.90463 -0.02 -0.01 -0.04
N 4.80744 -5.46223 -2.72800 -0.01 -0.10 0.03
N 4.81381 -4.37940 -4.75927 0.09 0.01 -0.05
H 5.79412 -5.31567 -2.62948 0.00 0.04 -0.04
H 4.30388 -5.92725 -1.99615 -0.03 0.07 0.04
H 4.31532 -4.04967 -5.56320 -0.06 -0.02 0.02
H 5.80505 -4.21720 -4.69361 0.09 0.09 0.00
C 2.33337 -0.21012 4.62319 0.11 0.18 0.23
O 2.69677 -1.08675 3.85695 -0.27 -0.14 -0.04
N 1.31714 -0.40578 5.52711 -0.14 0.01 -0.17
N 2.91180 1.02179 4.65078 0.02 -0.17 -0.05
H 1.01368 0.29218 6.17885 0.07 0.00 0.05
H 0.89267 -1.31353 5.55009 0.08 -0.04 0.07
H 3.64002 1.20034 3.97831 -0.16 0.12 -0.23
H 2.63456 1.75176 5.27874 0.02 0.01 0.01
C -6.11896 -1.65780 -3.47246 -0.06 -0.03 -0.05
O -5.66895 -0.68116 -2.88401 0.00 -0.01 -0.01
N -5.99196 -2.91392 -2.96200 0.06 0.16 0.05
N -6.77821 -1.55349 -4.66062 0.03 0.06 0.02
H -6.34963 -3.74186 -3.39917 0.00 0.00 -0.01
H -5.50359 -2.97950 -2.08654 -0.07 -0.21 -0.17
H -6.88547 -0.63513 -5.04834 0.00 0.00 0.01
H -7.15459 -2.33936 -5.15517 0.01 -0.02 0.01
C 8.50133 -3.19961 -6.22515 0.09 0.00 -0.07
O 8.03494 -3.35826 -5.10730 -0.22 -0.09 0.01
N 9.84579 -3.13035 -6.44542 0.01 0.01 0.04
N 7.71960 -3.07869 -7.33910 -0.03 0.00 0.05
H 10.25372 -3.00134 -7.35121 -0.02 0.00 -0.01
H 10.44610 -3.21775 -5.64721 0.00 -0.01 0.01
H 6.72674 -3.12267 -7.21305 -0.01 0.01 -0.01
H 8.08689 -2.94984 -8.26222 0.02 -0.01 0.00
```
Positions in Å, forces in eV/Å.

Computed properties:
Spin multiplicity   1
Charge   +1

Number 1: electronic energy -401.66786 a.u., LUMO -3.339 eV, HOMO -14.4 eV. Number 2: electronic energy -4321.32230 a.u., LUMO -1.893 eV, HOMO -9.3 eV. Number 3: electronic energy -379.09899 a.u., LUMO 0.496 eV, HOMO -9.1 eV. Number 4: electronic energy -9461.95318 a.u., LUMO -2.858 eV, HOMO -10.8 eV.